Entry 1:
Entry from OMol25: C18H24BFI2N3O6 as an isolated structure at a distorted geometry (ωB97M-V/def2-TZVPD).

Structure (XYZ):
```
55
Properties=species:S:1:pos:R:3
C -3.222 1.409 0.103
C -2.683 0.086 0.591
O -1.423 -0.224 -0.115
C -0.479 -0.674 0.661
C 0.318 -0.073 1.563
C 0.372 1.375 1.935
I 0.686 2.589 0.190
C 1.482 1.610 2.973
C 1.364 2.996 3.610
I 3.477 1.376 2.206
N 1.129 -1.075 2.079
C 0.855 -2.224 1.474
B 1.697 -3.547 1.823
O 1.258 -4.306 2.879
N 2.897 -3.903 1.093
C 2.712 -3.879 -0.362
C 4.017 -2.993 1.440
N -0.128 -2.031 0.614
C -0.766 -3.018 -0.243
C -1.412 -4.152 0.541
F -2.781 -4.040 0.466
H -3.836 1.330 -0.790
H -3.717 1.961 0.895
H -2.367 1.992 -0.197
H -3.385 -0.689 0.303
H -2.527 0.087 1.665
H -0.558 1.633 2.428
H 1.373 0.889 3.780
H 1.870 2.964 4.569
H 0.322 3.224 3.806
H 1.824 3.727 2.959
H 1.852 -0.954 2.765
H 1.904 -4.242 3.593
H 2.137 -3.024 -0.728
H 3.688 -3.795 -0.826
H 2.277 -4.799 -0.740
H 4.131 -2.936 2.518
H 3.827 -1.986 1.056
H 4.921 -3.366 0.974
H -0.056 -3.385 -0.971
H -1.550 -2.499 -0.782
H -1.119 -4.128 1.585
H -1.158 -5.107 0.095
C -1.694 4.649 -5.696
C -0.685 5.115 -4.843
C -0.572 4.354 -3.498
O 0.331 4.601 -2.674
C -1.530 3.346 -3.215
C -2.546 2.887 -4.057
C -2.599 3.576 -5.447
O -3.410 3.200 -6.306
O -3.382 1.991 -3.791
O 0.110 6.049 -5.059
H -1.825 5.127 -6.662
H -1.418 2.908 -2.232
```

Values from the calculation:
* HOMO level: -1.638 eV
* lowest unoccupied orbital energy: 0.3 eV
* net charge: -1
* HOMO-LUMO gap: 1.91 eV
* spin multiplicity: 1

=====

Entry 2:
Entry from OMol25: C18H24Br2F2FeN3O2PS3 as an isolated structure at a distorted geometry (ωB97M-V/def2-TZVPD).

Structure (XYZ):
```
56
Properties=species:S:1:pos:R:3
Fe 0.560 0.758 0.671
F -3.441 3.275 3.267
C -3.105 2.528 2.172
C -1.805 1.980 2.222
C -1.333 1.161 1.226
C -2.196 0.787 0.209
C -3.413 1.509 0.083
F -4.008 1.377 -1.156
C -3.898 2.445 1.029
C -1.687 0.139 -0.982
C -2.410 -0.609 -1.958
C -1.792 -0.961 -3.116
C -0.415 -0.755 -3.305
C 0.184 0.038 -2.325
N -0.297 0.366 -1.120
H -1.134 2.302 3.013
H -4.871 2.895 0.923
H -3.464 -0.711 -1.816
H -2.486 -1.406 -3.857
H 0.083 -1.149 -4.252
H 1.257 0.347 -2.455
C 4.806 -1.414 -1.597
C 4.421 -2.716 -0.953
O 3.753 -2.352 0.356
P 2.388 -2.813 1.057
S 2.432 -4.056 2.499
S 1.713 -0.824 1.551
O 1.532 -3.377 -0.177
C 0.182 -3.777 0.194
C 0.047 -5.290 0.178
H 5.175 -1.446 -2.635
H 5.417 -0.835 -0.988
H 3.793 -0.866 -1.570
H 5.292 -3.280 -0.675
H 3.650 -3.222 -1.589
H -0.491 -3.154 -0.425
H -0.043 -3.391 1.202
H 0.668 -5.713 -0.653
H -1.042 -5.598 0.092
H 0.470 -5.747 1.084
Br -1.874 -1.805 3.499
C -0.222 -1.266 4.478
Br -0.677 0.127 5.774
H 0.513 -0.921 3.725
H 0.123 -2.121 5.056
C -0.665 4.966 -2.046
N 0.210 4.052 -1.281
C 0.344 3.982 0.058
N -0.534 4.701 0.786
S 1.429 2.809 0.714
H -0.991 4.428 -2.930
H -0.087 5.898 -2.410
H -1.518 5.241 -1.450
H 0.814 3.403 -1.790
H -0.775 5.643 0.598
H -0.583 4.419 1.796
```

Values from the calculation:
* HOMO level (spin up / spin down): -7.314 / -7.838 eV
* lowest unoccupied orbital energy (spin up / spin down): -0.1 / -0.3 eV
* energy relative to the best compared isomer or geometry (same formula, charge and spin): 1.2773 eV
* HOMO-LUMO gap (spin up / spin down): 7.18 / 7.52 eV
* spin multiplicity: 5
* ⟨S²⟩: 6.024

=====

Entry 3:
Entry from OMol25: C18H24Cl5IrN6S2 as an isolated structure at a distorted geometry (ωB97M-V/def2-TZVPD).

Structure (XYZ):
```
56
Properties=species:S:1:pos:R:3
Ir -0.054 -0.075 0.107
Cl -0.707 2.352 -1.509
C 0.815 2.630 -0.723
C 1.246 1.623 0.149
C 2.478 1.871 0.744
Cl 3.062 0.787 1.984
C 3.258 2.993 0.476
Cl 4.795 3.205 1.217
C 2.776 3.963 -0.403
Cl 3.705 5.360 -0.744
C 1.525 3.792 -0.996
Cl 0.891 4.983 -2.052
C -2.062 -2.838 -2.178
N -2.313 -3.193 -0.798
C -3.711 -3.445 -0.464
C -3.715 -3.433 1.070
N -2.418 -2.836 1.404
C -1.785 -2.373 0.219
S -2.370 -0.491 0.001
H -2.323 -3.686 -2.810
H -1.009 -2.600 -2.307
H -2.657 -1.968 -2.487
H -4.029 -4.396 -0.888
H -4.353 -2.648 -0.862
H -3.763 -4.444 1.479
H -4.548 -2.855 1.468
H -2.404 -2.180 2.169
C 5.736 -2.441 1.148
C 4.865 -3.449 0.374
C 3.815 -2.798 -0.460
N 2.763 -2.002 0.194
N 2.094 -1.175 -0.743
C 2.771 -1.035 -1.829
N 2.413 -0.209 -2.805
S 4.229 -2.033 -1.960
H 6.527 -2.973 1.672
H 5.152 -1.893 1.889
H 6.193 -1.722 0.467
H 4.409 -4.148 1.077
H 5.497 -4.042 -0.288
H 1.615 0.395 -2.664
H 2.940 -0.145 -3.657
C 0.855 -3.993 -0.934
C 0.545 -3.316 0.414
C 1.822 -2.778 1.077
C 0.058 -4.419 1.369
N -0.376 -2.176 0.257
H 1.621 -4.761 -0.806
H 1.186 -3.277 -1.684
H -0.050 -4.476 -1.298
H 2.399 -3.599 1.495
H 1.515 -2.102 1.874
H 3.198 -1.313 0.843
H 0.784 -5.235 1.371
H -0.896 -4.811 1.035
H -0.062 -4.043 2.385
```

Values from the calculation:
* HOMO level (spin up / spin down): -10.036 / -10.945 eV
* lowest unoccupied orbital energy (spin up / spin down): -2.6 / -4.5 eV
* net charge: +1
* HOMO-LUMO gap (spin up / spin down): 7.42 / 6.49 eV
* spin multiplicity: 6
* ⟨S²⟩: 8.780

=====

Entry 4:
Entry from OMol25: C18H24CoF5N5O3Te as an isolated structure (ωB97M-V/def2-TZVPD).

Structure (XYZ):
```
57
Properties=species:S:1:pos:R:3
Co -0.059 -0.040 -0.021
O -1.731 2.986 1.738
C -1.587 2.177 0.847
N -1.726 0.822 0.880
C -2.175 0.269 2.062
O -3.170 0.584 2.672
C -1.329 -0.884 2.555
C -1.518 -1.362 3.843
C -0.727 -2.401 4.290
C 0.205 -2.949 3.419
C 0.316 -2.420 2.149
N -0.422 -1.394 1.718
C -1.183 2.667 -0.530
C -1.489 3.967 -0.903
C -1.174 4.385 -2.180
C -0.560 3.486 -3.043
C -0.279 2.218 -2.580
N -0.570 1.800 -1.344
H -2.271 -0.889 4.457
H -0.830 -2.781 5.297
H 0.846 -3.767 3.719
H 1.034 -2.828 1.452
H -1.953 4.614 -0.172
H -1.404 5.391 -2.505
H -0.302 3.761 -4.056
H 0.205 1.502 -3.235
C 2.550 -1.627 -0.468
N 1.704 -0.707 -1.242
C 2.547 0.434 -1.633
C 1.158 -1.380 -2.427
C -0.007 -2.283 -2.062
N -1.075 -1.543 -1.378
C -1.904 -0.812 -2.348
C -1.957 -2.473 -0.662
H 3.477 -1.842 -1.012
H 2.033 -2.568 -0.299
H 2.788 -1.169 0.490
H 3.403 0.090 -2.227
H 2.903 0.933 -0.736
H 1.973 1.145 -2.219
H 1.931 -1.968 -2.939
H 0.830 -0.611 -3.129
H 0.333 -3.072 -1.390
H -0.390 -2.777 -2.965
H -2.464 -1.515 -2.978
H -1.289 -0.187 -2.987
H -2.601 -0.170 -1.812
H -2.462 -3.146 -1.366
H -2.708 -1.905 -0.115
H -1.386 -3.065 0.047
F 3.685 2.179 1.672
Te 1.996 1.867 2.414
F 2.413 3.107 3.727
F 0.540 1.472 3.512
F 2.910 0.594 3.435
F 1.464 3.362 1.432
O 1.456 0.725 1.137
```

Values from the calculation:
* HOMO level (spin up / spin down): -8.829 / -9.157 eV
* lowest unoccupied orbital energy (spin up / spin down): 0.1 / 0.1 eV
* energy relative to the best compared isomer or geometry (same formula, charge and spin): 0.1639 eV
* HOMO-LUMO gap (spin up / spin down): 8.93 / 9.21 eV
* spin multiplicity: 4
* ⟨S²⟩: 3.757

=====

Entry 5:
Entry from OMol25: C18H24CuF2N3O2S as an isolated structure (ωB97M-V/def2-TZVPD).

Structure (XYZ):
```
51
Properties=species:S:1:pos:R:3
Cu -1.808 -0.551 -0.661
C -2.233 2.028 -1.827
O -2.758 1.281 -0.741
C -2.791 2.051 0.446
C -3.369 1.239 1.613
O -2.582 0.167 2.045
C -1.477 0.520 2.840
H -2.734 3.001 -1.899
H -2.426 1.455 -2.730
H -1.153 2.182 -1.729
H -3.450 2.919 0.283
H -1.786 2.418 0.695
H -4.315 0.793 1.299
H -3.565 1.937 2.444
H -1.799 1.066 3.736
H -0.751 1.123 2.290
H -1.003 -0.413 3.136
F -0.824 -4.470 2.956
C -0.622 -3.925 1.727
C -1.237 -2.739 1.390
C -1.027 -2.145 0.145
C -0.191 -2.836 -0.771
C 0.385 -4.049 -0.402
F 1.135 -4.783 -1.273
C 0.201 -4.602 0.847
C -0.029 -2.255 -2.108
C 1.028 -2.559 -2.972
C 1.055 -2.010 -4.239
C 0.035 -1.149 -4.623
C -0.943 -0.858 -3.690
N -0.979 -1.377 -2.475
H -1.902 -2.269 2.101
H 0.667 -5.535 1.116
H 1.824 -3.214 -2.655
H 1.860 -2.246 -4.920
H -0.006 -0.722 -5.613
H -1.755 -0.186 -3.935
C 4.237 1.074 1.693
N 3.194 0.980 0.698
C 2.141 1.776 0.439
S 1.104 1.296 -0.777
N 1.830 2.908 1.110
C 2.622 3.805 1.917
H 4.799 0.144 1.677
H 3.820 1.201 2.694
H 4.930 1.892 1.467
H 3.193 0.157 0.113
H 1.001 3.338 0.720
H 3.508 3.314 2.293
H 2.018 4.138 2.763
H 2.929 4.685 1.344
```

Values from the calculation:
* HOMO level: -6.569 eV
* lowest unoccupied orbital energy: 0.3 eV
* HOMO-LUMO gap: 6.89 eV
* spin multiplicity: 1

=====

Entry 6:
Entry from OMol25: a 8-piece molecular cluster, C18H24F5N3O21 overall at a distorted geometry (ωB97M-V/def2-TZVPD).

Structure (XYZ):
```
71
Properties=species:S:1:pos:R:3
C 3.117 -0.077 2.437
N 2.319 0.319 3.656
O 2.753 0.097 4.777
O 1.296 0.921 3.396
H 2.990 -1.158 2.386
H 4.184 0.042 2.623
H 2.677 0.272 1.503
C 1.094 2.356 -4.849
N 0.645 2.713 -3.508
O 0.836 1.839 -2.638
O 0.084 3.765 -3.329
H 0.915 1.285 -4.944
H 2.132 2.687 -4.802
H 0.468 2.956 -5.510
C -4.668 -0.267 1.167
N -6.008 -0.178 1.854
O -6.587 -1.295 1.936
O -6.477 0.921 2.085
H -4.182 -1.142 1.598
H -4.068 0.614 1.394
H -4.965 -0.232 0.119
C 1.240 -2.724 4.732
C 0.804 -4.016 5.386
O 1.707 -4.964 4.972
C 2.485 -4.409 3.991
O 3.498 -4.800 3.479
O 2.016 -3.198 3.700
F -0.451 -4.366 5.154
H 1.572 -2.073 5.540
H 0.428 -2.137 4.303
H 0.815 -4.011 6.476
C 1.489 4.021 0.004
C 1.309 5.503 -0.397
O 0.374 5.937 0.545
C 0.407 5.149 1.596
O -0.020 5.408 2.698
O 1.250 4.092 1.365
F 0.758 5.820 -1.548
H 2.436 3.586 -0.315
H 0.711 3.532 -0.582
H 2.253 6.037 -0.290
C 3.737 -1.822 -1.650
C 5.244 -1.999 -1.374
O 5.408 -3.419 -1.295
C 4.264 -4.065 -1.623
O 4.100 -5.286 -1.518
O 3.416 -3.178 -1.986
F 5.568 -1.502 -0.165
H 3.511 -1.088 -2.424
H 3.138 -1.483 -0.804
H 5.834 -1.476 -2.126
C -6.259 -0.683 -3.638
C -5.393 -0.170 -4.840
O -4.247 0.057 -4.135
C -4.497 0.386 -2.817
O -3.770 1.030 -2.060
O -5.666 -0.090 -2.495
F -6.120 0.872 -5.292
H -6.479 -1.744 -3.753
H -7.259 -0.266 -3.756
H -5.322 -0.821 -5.710
C -0.919 0.066 -0.581
C 0.560 0.241 -0.088
O 0.665 -0.906 0.757
C -0.501 -1.206 1.139
O -0.641 -1.762 2.160
O -1.479 -0.698 0.437
F 0.592 1.353 0.707
H -0.912 -0.419 -1.558
H -1.533 0.938 -0.806
H 1.321 0.313 -0.864
```

Values from the calculation:
* HOMO level: -10.877 eV
* lowest unoccupied orbital energy: -1.0 eV
* energy relative to the best compared isomer or geometry (same formula, charge and spin): 3.8240 eV
* HOMO-LUMO gap: 9.84 eV
* spin multiplicity: 1

=====

Entry 7:
Entry from OMol25: one molecule with the formula C18H24FN3O3 at a distorted geometry (ωB97M-V/def2-TZVPD).

Structure (XYZ):
```
49
Properties=species:S:1:pos:R:3
O 0.819 0.245 -3.302
O 2.810 -2.292 0.333
F 0.601 -6.657 -1.507
O -0.447 -1.627 -3.588
C 0.595 -0.973 -3.128
C 2.453 -1.284 -0.225
C -0.853 -5.281 -2.871
C -1.161 -4.031 -3.426
C 1.225 -4.354 -1.949
C 0.326 -5.438 -2.083
C -0.340 -2.939 -3.172
C 0.857 -3.094 -2.431
N 1.394 -1.799 -2.382
N 1.896 -0.232 0.499
N -1.240 2.252 1.799
C 2.590 -1.322 -1.734
C -0.934 4.549 2.547
C -3.287 2.595 0.457
C -1.483 3.204 2.923
C -2.417 1.557 1.173
C 1.559 -0.352 1.934
C 1.821 1.131 -0.051
C 0.167 0.235 2.241
C 0.534 1.815 0.233
C 0.122 1.679 1.690
H -1.543 -6.078 -3.033
H -2.109 -3.858 -3.966
H 2.129 -4.495 -1.347
H 3.379 -2.047 -1.959
H 2.913 -0.363 -2.132
H -1.225 5.314 3.249
H -1.262 4.789 1.592
H 0.167 4.507 2.511
H -2.711 3.117 -0.320
H -3.613 3.357 1.188
H -4.193 2.125 0.027
H -1.023 2.863 3.842
H -2.548 3.306 3.094
H -2.971 1.074 1.963
H -2.082 0.778 0.409
H 2.333 0.253 2.450
H 1.584 -1.387 2.300
H 2.699 1.681 0.350
H 1.927 1.160 -1.130
H -0.556 -0.421 1.718
H -0.056 0.196 3.320
H -0.247 1.397 -0.376
H 0.572 2.876 -0.022
H 0.829 2.271 2.292
```

Values from the calculation:
* HOMO level: -7.862 eV
* lowest unoccupied orbital energy: 0.7 eV
* energy relative to the best compared isomer or geometry (same formula, charge and spin): 0.0000 eV
* HOMO-LUMO gap: 8.53 eV
* spin multiplicity: 1

=====

Entry 8:
Entry from OMol25: one molecule with the formula C18H24FN3O3 (ωB97M-V/def2-TZVPD).

Structure (XYZ):
```
49
Properties=species:S:1:pos:R:3
C -3.594 -2.317 -0.090
H -4.516 -2.521 0.446
H -3.163 -3.261 -0.416
H -3.822 -1.717 -0.966
C -2.631 -1.548 0.810
N -1.374 -1.263 0.142
C -0.263 -2.054 0.288
C 0.934 -1.692 -0.256
C 2.175 -2.435 -0.098
O 2.353 -3.476 0.500
O 3.204 -1.805 -0.720
C 4.468 -2.432 -0.594
H 4.458 -3.413 -1.075
H 4.725 -2.562 0.459
H 5.181 -1.773 -1.083
C 1.045 -0.410 -1.047
N -0.275 -0.011 -1.493
C -1.383 -0.163 -0.710
N -2.453 0.528 -0.762
C -2.560 1.730 -1.541
H -3.604 2.045 -1.448
C -1.638 2.876 -1.044
O -1.384 2.851 0.337
C -2.529 3.021 1.137
H -3.216 2.175 1.033
H -3.056 3.948 0.881
H -2.175 3.078 2.165
H -2.091 3.837 -1.336
H -0.645 2.816 -1.498
H -2.360 1.564 -2.609
H -0.276 0.823 -2.061
C 1.696 0.690 -0.228
C 2.810 1.359 -0.714
C 3.360 2.380 0.036
C 2.832 2.767 1.252
C 1.717 2.097 1.726
C 1.155 1.066 0.996
H 0.284 0.556 1.376
H 1.284 2.383 2.672
H 3.287 3.574 1.805
F 4.449 3.024 -0.443
H 3.255 1.086 -1.659
H 1.652 -0.586 -1.943
C -0.426 -3.305 1.091
H 0.455 -3.926 0.975
H -1.304 -3.861 0.773
H -0.526 -3.066 2.149
H -2.439 -2.094 1.732
H -3.077 -0.582 1.053
```

Values from the calculation:
* HOMO level: -8.088 eV
* lowest unoccupied orbital energy: 0.7 eV
* energy relative to the best compared isomer or geometry (same formula, charge and spin): 0.1471 eV
* HOMO-LUMO gap: 8.82 eV
* spin multiplicity: 1